DFT (wB97M-V/def2-TZVPD) results for C33H47BrN7Ti as an isolated structure.

The spin multiplicity is 1. As for the total charge: +1. For the highest occupied orbital energy, the calculation gives -9.739 eV. The calculation puts the energy relative to the best compared isomer or geometry (same formula, charge and spin) at 72.1 kJ/mol. The value obtained for the frontier orbital gap is 7.22 eV.

Last column: Löwdin charge in e.
CARTESIAN COORDINATES (ANGSTROEM)
Ti  -0.25553  -0.19738  -0.38005  1.074
C  -0.19142  -3.38180  -1.26091  -0.047
N  0.46566  -2.08261  -1.49182  -0.229
C  0.27745  -1.69185  -2.92693  -0.027
C  1.91928  -2.15846  -1.29122  -0.214
C  2.65563  -3.30265  -1.53408  -0.025
C  4.04376  -3.23974  -1.51543  -0.076
C  4.66438  -2.01719  -1.29987  -0.066
C  3.91844  -0.87271  -1.04986  -0.013
C  2.52869  -0.94664  -0.99245  -0.244
N  1.66111  0.12356  -0.73265  -0.072
C  2.23959  1.37389  -0.35017  -0.251
C  3.00622  1.45117  0.80503  -0.070
C  3.49206  2.66164  1.27027  -0.079
C  3.19907  3.81922  0.56320  -0.067
C  2.48406  3.74920  -0.62327  -0.011
C  2.01720  2.52861  -1.12129  -0.188
N  1.35815  2.43838  -2.37401  -0.192
C  0.88425  3.69393  -2.92745  -0.100
C  2.14429  1.73338  -3.38625  -0.060
H  0.08027  -4.09944  -2.03727  0.102
H  -1.26633  -3.24984  -1.26753  0.060
H  0.12517  -3.77664  -0.29544  0.101
H  -0.73447  -1.92832  -3.24465  0.077
H  0.99532  -2.22776  -3.54876  0.113
H  0.46609  -0.62409  -3.04866  0.079
H  2.16571  -4.24126  -1.75524  0.110
H  4.62893  -4.13134  -1.69058  0.106
H  5.74373  -1.94480  -1.31912  0.110
H  4.41964  0.06859  -0.87088  0.115
H  3.18765  0.53714  1.35823  0.123
H  4.07602  2.70363  2.18025  0.110
H  3.55194  4.77951  0.91519  0.108
H  2.31518  4.65440  -1.18821  0.103
H  1.70101  4.33019  -3.29730  0.093
H  0.31812  4.25528  -2.18944  0.075
H  0.22535  3.47997  -3.76988  0.090
H  2.99759  2.33809  -3.72085  0.100
H  1.51325  1.53220  -4.25455  0.090
H  2.51630  0.78821  -3.00533  0.068
C  -1.16382  -2.92111  4.26637  -0.150
C  -0.50647  -3.38358  2.98593  -0.159
N  -0.19428  -2.22317  2.15590  0.093
C  -0.09698  -0.95228  2.60690  -0.342
N  -0.03244  0.04333  1.72296  -0.018
C  0.14057  1.38251  2.30858  -0.201
C  1.06733  1.35012  3.50228  -0.149
C  0.43129  0.47665  4.55220  -0.136
N  -0.03642  -0.77025  3.94364  -0.022
C  -0.28618  -1.86067  4.88781  -0.138
H  -1.29832  -3.75401  4.95482  0.126
H  -2.14971  -2.49979  4.05199  0.125
H  -1.15244  -4.04211  2.40543  0.123
H  0.40982  -3.93614  3.20843  0.126
H  -0.44827  -2.26977  1.18032  0.067
H  -0.82950  1.76715  2.63684  0.107
H  0.50770  2.05860  1.53499  0.107
H  1.22789  2.35493  3.89304  0.131
H  2.03877  0.94641  3.21576  0.105
H  -0.41247  0.97648  5.03643  0.133
H  1.14687  0.20753  5.33253  0.132
H  -0.76054  -1.41525  5.76348  0.132
H  0.66905  -2.28586  5.21505  0.136
C  -2.97326  2.18572  0.80606  -0.049
C  -2.86018  1.99910  -0.70440  -0.575
C  -2.46944  3.35716  -1.29632  -0.055
C  -4.22142  1.58088  -1.26015  -0.036
C  -1.77411  1.00690  -1.18216  -0.192
H  -3.58037  3.06631  1.02598  0.095
H  -1.99525  2.34868  1.25038  0.053
H  -3.45068  1.33971  1.30518  0.083
H  -3.22676  4.10654  -1.05880  0.093
H  -2.36762  3.30927  -2.38238  0.087
H  -1.51986  3.70506  -0.88515  0.079
H  -4.98248  2.30756  -0.96689  0.096
H  -4.53465  0.60603  -0.87921  0.087
H  -4.21659  1.53462  -2.35177  0.091
H  -1.43868  1.28162  -2.18783  0.108
Br  -4.58053  -4.37763  -0.91198  0.794
C  -3.59546  -2.79117  -0.96838  -0.747
C  -3.46721  -2.11431  -2.25526  -0.104
C  -2.77487  -0.98425  -2.34875  -0.097
N  -2.10551  -0.41538  -1.23242  -0.207
C  -2.24373  -1.04632  0.08350  -0.199
C  -3.04577  -2.26601  0.12550  -0.148
H  -3.98028  -2.48859  -3.12920  0.111
H  -2.70337  -0.39531  -3.25239  0.138
H  -2.48553  -0.32801  0.86240  0.085
H  -3.21665  -2.70356  1.10199  0.108

---

DFT (wB97M-V/def2-TZVPD) results for a 18-piece molecular cluster, C23H33Cl51OP overall in a non-equilibrium geometry.

The spin multiplicity is 1. As for the total charge: -1. For the highest occupied orbital energy, the calculation gives -3.365 eV. The calculation puts the energy relative to the best compared isomer or geometry (same formula, charge and spin) at 0.0 kJ/mol. The value obtained for the frontier orbital gap is 4.64 eV.

Last column: Löwdin charge in e.
CARTESIAN COORDINATES (ANGSTROEM)
C  0.94955  -0.29726  3.06961  -0.048
C  -0.24796  0.19556  3.57984  -0.253
C  -0.83863  1.51330  3.07983  -0.390
P  -2.57765  1.94344  3.83393  0.337
C  -3.37754  0.64967  2.64566  -0.353
C  -4.90795  0.46755  2.75901  -0.471
C  -5.31705  -0.77586  1.89763  -0.113
O  -5.33454  0.29052  4.11098  -0.082
H  1.71160  0.43482  2.78140  0.022
H  1.14049  -1.36806  2.95116  -0.018
H  -0.81031  -0.36612  4.33734  -0.048
H  -0.12465  2.34252  3.20376  0.042
H  -0.97546  1.35515  1.99735  0.049
H  -2.69373  3.03932  2.82526  -0.043
H  -3.87331  2.34993  4.36225  -0.059
H  -2.42561  0.90084  4.88574  -0.046
H  -1.93217  2.90577  4.75974  -0.135
H  -3.12857  0.83618  1.58499  0.068
H  -2.94780  -0.34149  2.89890  0.069
H  -5.37713  1.35528  2.30548  0.129
H  -4.40243  -1.28736  1.56846  0.022
H  -5.82387  -0.43183  0.98949  0.037
H  -5.90272  -1.50814  2.46540  -0.009
H  -5.42573  -0.64744  4.28911  0.065
C  -4.99571  -2.14029  -2.05948  -1.533
Cl  -4.90575  -1.59986  -3.74126  0.482
Cl  -3.82551  -1.26710  -1.07060  0.562
Cl  -6.63261  -1.94289  -1.42976  0.540
H  -4.74620  -3.19317  -2.00547  -0.106
C  0.08505  -1.27817  -2.93789  -1.486
Cl  -1.49691  -1.16944  -3.72056  0.531
Cl  1.32072  -0.60560  -4.01703  0.510
Cl  0.09282  -0.44574  -1.38761  0.556
H  0.30521  -2.32304  -2.75713  0.017
C  5.24487  -1.96872  -4.21193  -1.532
Cl  4.94843  -0.91184  -5.59841  0.515
Cl  5.72843  -1.02957  -2.80732  0.504
Cl  3.80735  -2.93455  -3.85939  0.507
H  6.04888  -2.64604  -4.46830  0.011
C  -3.84596  -6.15256  -0.45629  -1.493
Cl  -3.96171  -5.33279  -2.01941  0.590
Cl  -3.30585  -4.99086  0.74562  0.541
Cl  -5.39504  -6.88002  -0.01523  0.579
H  -3.11215  -6.94496  -0.53326  0.006
C  0.31011  -5.27945  2.97995  -1.536
Cl  -1.14093  -4.42008  3.49109  0.512
Cl  -0.01785  -6.28747  1.56363  0.471
Cl  1.62750  -4.15594  2.65272  0.545
H  0.61469  -5.93327  3.78748  0.006
C  1.83557  -8.24199  -1.48735  -1.545
Cl  2.88474  -9.63544  -1.21800  0.524
Cl  0.28206  -8.46843  -0.67785  0.490
Cl  2.61146  -6.75834  -0.94685  0.527
H  1.65061  -8.16057  -2.55056  0.011
C  -0.37178  0.82876  -6.65165  -1.561
Cl  1.04708  1.00389  -7.69142  0.517
Cl  -0.69399  2.33362  -5.78453  0.532
Cl  -1.78760  0.32458  -7.57758  0.518
H  -0.15740  0.06182  -5.91749  -0.094
C  5.32579  -0.70930  1.33628  -1.522
Cl  3.77791  -0.67581  0.49656  0.525
Cl  6.59132  -0.01645  0.31806  0.490
Cl  5.22966  0.13610  2.88020  0.525
H  5.58038  -1.74312  1.53146  0.013
C  3.82079  2.78670  -3.52682  -1.507
Cl  5.54882  2.47213  -3.76078  0.500
Cl  2.95715  2.67265  -5.06425  0.516
Cl  3.14890  1.69467  -2.32918  0.519
H  3.71632  3.79641  -3.15071  0.019
C  6.79047  3.78472  0.83027  -1.521
Cl  6.40609  3.25661  -0.81073  0.486
Cl  5.38776  3.60242  1.87773  0.519
Cl  8.17135  2.88457  1.46838  0.499
H  7.05987  4.83239  0.79687  0.014
C  7.33348  4.06022  5.69928  -1.545
Cl  5.98117  4.98793  5.05638  0.505
Cl  7.05723  2.33007  5.49879  0.520
Cl  8.84964  4.54466  4.92949  0.506
H  7.41479  4.26991  6.75757  0.009
C  0.65474  5.65385  4.94897  -1.549
Cl  -0.28113  6.13061  3.52895  0.517
Cl  0.07923  4.12437  5.58353  0.568
Cl  2.38511  5.58279  4.55098  0.471
H  0.52364  6.41497  5.70674  0.003
C  -4.64714  1.99815  -5.65410  -1.535
Cl  -5.41902  3.29495  -6.56874  0.497
Cl  -5.36223  1.84305  -4.05392  0.540
Cl  -4.74181  0.47236  -6.53819  0.476
H  -3.59959  2.24955  -5.53471  -0.031
C  -7.92189  -4.98784  1.40343  -1.566
Cl  -9.13471  -5.79840  2.40629  0.514
Cl  -8.54711  -4.71328  -0.22419  0.505
Cl  -7.39535  -3.48163  2.14321  0.582
H  -7.06251  -5.64074  1.32568  -0.080
C  -0.39227  -2.75190  7.39960  -1.533
Cl  -0.89074  -1.45648  6.32046  0.608
Cl  0.39271  -4.05278  6.49428  0.497
Cl  0.67674  -2.14459  8.66955  0.513
H  -1.27500  -3.16127  7.87285  0.009
C  -4.30393  7.19542  -6.46761  -1.551
Cl  -3.22629  5.80092  -6.55449  0.505
Cl  -5.87202  6.75764  -5.79043  0.518
Cl  -3.56655  8.49865  -5.53193  0.522
H  -4.46317  7.55624  -7.47514  0.009
C  8.31694  4.06331  -5.53047  -1.573
Cl  7.54940  5.59489  -5.94927  0.523
Cl  9.21695  3.41368  -6.90386  0.519
Cl  9.36304  4.24748  -4.12213  0.521
H  7.53688  3.35951  -5.27467  -0.060